# 1
DFT (ωB97M-V with the def2-TZVPD basis set) results for a structure of composition C4HNaO2 at a distorted geometry.

Each line ends with the Mulliken charge.
CARTESIAN COORDINATES (ANGSTROEM)
Na (2.646385, -2.331969, -1.617751)  0.9871
O (1.409366, -0.804843, -0.118946)  -0.7133
O (0.716933, 1.498555, 0.089320)  -0.4699
C (-1.892912, -0.084773, 0.238664)  0.5953
C (-3.000524, -0.386905, 0.789301)  -0.5976
C (-0.738451, 0.223766, -0.384760)  -0.8038
C (0.548134, 0.037820, 0.109004)  0.6520
H (0.311072, 1.848349, 0.895170)  0.3503

Force components x, y, z for each atom (eV/Å):
-0.6603 0.7286 0.6892
1.3313 -0.1636 0.6336
2.4207 0.2933 1.6648
-0.2740 0.7074 -0.1991
0.4938 0.1505 -0.2624
-1.8648 -3.5327 1.2073
-1.5930 1.8129 -3.7830
0.1465 0.0037 0.0497

Output
total energy = -12668.4082 eV
spin multiplicity = 1
HOMO-LUMO gap = 4.338 eV
ΔE to the lowest compared entry with this formula, charge and spin = 0.0000 eV

=====

# 2
DFT (ωB97M-V with the def2-TZVPD basis set) results for a structure of composition CuNi2O16PS3 at a distorted geometry.

Each line ends with the Mulliken charge.
CARTESIAN COORDINATES (ANGSTROEM)
Cu (2.638177, 1.074576, 0.859801)  0.0339
Ni (-0.051238, -0.023826, -0.981445)  0.5163
Ni (-0.134206, 0.572723, 1.783668)  0.8230
S (1.927988, -1.574047, 1.443508)  1.3744
S (-0.555762, -0.108058, -3.640999)  1.4036
S (-2.564632, -1.393851, 1.153920)  1.1231
P (0.876251, 2.801226, 0.796805)  1.3897
O (1.158427, 2.131059, 2.149602)  -0.8933
O (-1.233784, -1.178578, -4.291217)  -0.7141
O (0.426872, -0.858092, -2.659504)  -0.7794
O (-3.181838, -0.724258, -0.003641)  -0.4217
O (-1.627491, -2.161518, 0.385063)  -0.3653
O (1.829804, -2.955039, 1.088195)  -0.6029
O (-3.429579, -2.263013, 1.889489)  -0.6481
O (3.029154, -0.886413, 0.788832)  -0.5683
O (1.493973, -1.140672, 2.854302)  -0.7149
O (1.999636, 2.894103, -0.038822)  -0.6510
O (0.258456, 0.763053, -4.429191)  -0.6953
O (0.728642, -0.765267, 0.507972)  0.1430
O (-1.413700, 0.604437, -2.592021)  -0.6726
O (-1.681135, -0.495704, 2.050387)  -0.6516
O (-0.247232, 3.923120, 0.995545)  -0.8522
O (-0.246778, 1.764028, -0.110254)  -0.5764

Force components x, y, z for each atom (eV/Å):
0.2005 -0.1133 -0.4549
-1.2234 1.6476 -2.5237
0.8963 0.6427 -1.4070
-6.0712 2.8697 -1.0256
1.1242 -0.8452 5.1602
1.0865 1.9186 2.2306
-13.9788 2.8113 0.9563
0.3780 -2.1368 1.1686
-1.6083 -0.7879 -2.0761
0.2959 0.4423 0.1356
-0.3894 0.7327 0.3228
2.2304 -2.2201 -2.4571
0.5929 -0.6203 0.9505
-0.7959 0.4582 1.0917
2.8039 0.4514 1.0577
1.7373 -1.1349 -2.9473
7.2783 0.5799 -3.7023
0.0850 1.1957 -1.5958
1.9764 -1.7360 4.1484
0.5661 -0.2993 -1.2211
-3.1498 -1.2940 -0.5993
3.8895 -1.2315 0.0976
2.0757 -1.3308 2.6901

Output
<S²> = 8.77
total energy = -201281.5337 eV
spin multiplicity = 6
HOMO-LUMO gap (alpha / beta) = 6.145 / 4.788 eV
net charge = -3

=====

# 3
DFT (ωB97M-V with the def2-TZVPD basis set) results for a cluster of 2 separate species, C2H5IN2 in total at a distorted geometry.

Each line ends with the Mulliken charge.
CARTESIAN COORDINATES (ANGSTROEM)
I (-0.103790, 4.153152, 0.800467)  -0.1168
N (-0.260120, 0.625557, 0.408998)  -0.6197
N (-0.275035, -0.467982, -0.190819)  0.3190
C (-0.596057, -1.504241, -0.845256)  -0.1917
C (0.649459, -1.605284, -0.161294)  -0.5280
H (-1.116599, -1.734929, -1.778290)  0.2838
H (0.788022, -1.957958, 0.789616)  0.3153
H (1.679506, -1.421669, -0.611037)  0.2163
H (-1.366919, 3.356990, 0.524195)  0.0984
H (0.601533, 0.556364, 1.063420)  0.2233

Force components x, y, z for each atom (eV/Å):
1.7809 1.2365 0.4101
1.1039 1.5585 1.4954
1.3166 -0.7687 0.7334
-1.9619 -0.7425 -2.3103
2.8171 0.9177 -1.7669
0.0599 0.0876 0.6803
-0.2304 -1.5867 2.4087
-1.3329 0.0229 -0.0076
-1.7279 -1.1968 -0.3937
-1.8253 0.4714 -1.2492

Output
total energy = -13230.7841 eV
spin multiplicity = 1
HOMO-LUMO gap = 9.368 eV
ΔE to the lowest compared entry with this formula, charge and spin = 3.6682 eV

=====

# 4
DFT (ωB97M-V with the def2-TZVPD basis set) results for a structure of composition CH5BrN at a distorted geometry.

Each line ends with the Mulliken charge.
CARTESIAN COORDINATES (ANGSTROEM)
Br (-0.630099, -0.437399, -0.185348)  0.5129
N (1.635234, 0.530085, -0.727438)  -0.8190
C (-2.029689, -0.767269, 0.803373)  -0.2066
H (-1.955056, -1.613052, 1.342240)  0.3286
H (-2.689709, 0.067745, 0.856391)  0.2999
H (2.527614, -0.039521, -0.740780)  0.2750
H (1.571414, 1.127062, -1.462744)  0.2668
H (1.570292, 1.132346, 0.114307)  0.3424

Force components x, y, z for each atom (eV/Å):
0.0048 -0.4349 -0.7868
1.1286 -2.1691 3.5986
1.1075 2.8853 -1.9133
-0.5918 -2.8147 2.0952
-1.0218 -0.0228 0.4954
-1.4496 1.2203 0.0774
0.0879 1.9528 -2.9478
0.7346 -0.6169 -0.6188

Output
total energy = -72640.3860 eV
spin multiplicity = 1
HOMO-LUMO gap (alpha / beta) = 7.496 / 7.495 eV
ΔE to the lowest compared entry with this formula, charge and spin = 2.5434 eV
net charge = +1